33
Properties=species:S:1:pos:R:3:forces:R:3:nbo_charge:R:1 method="wB97M-V/def2-TZVPD" total_charge=-1 homo_lumo_gap_ev=3.3
Al 3.7518 18.8195 11.9889 1.26 0.89 1.06 1.366
C 3.7869 24.3690 12.0212 -0.72 -1.46 0.09 0.735
F 4.2216 25.4810 11.4665 0.12 0.49 0.11 -0.301
F 4.5172 24.0316 13.0780 0.45 0.26 -0.01 -0.307
F 2.5353 24.4949 12.4323 0.07 0.46 -0.24 -0.291
S 3.9170 23.0206 10.7409 0.42 -0.06 -0.47 2.278
O 3.7242 21.7322 11.4189 -0.48 -0.52 0.52 -0.777
O 2.8788 23.2361 9.7770 -0.04 0.47 0.05 -0.771
O 5.2661 23.1476 10.2503 0.10 0.10 -0.08 -0.796
C -1.1923 20.8816 11.8904 0.57 -0.09 0.24 0.712
F -1.4042 20.6678 13.1915 -0.11 0.01 0.07 -0.321
F -1.5891 19.7953 11.2276 -0.06 -0.07 -0.15 -0.320
F -1.9218 21.9203 11.4983 -0.24 -0.01 0.01 -0.310
S 0.5874 21.2896 11.5681 0.52 2.22 -0.83 2.337
O 0.6307 21.6056 10.1606 -0.32 -0.72 0.19 -0.933
O 0.8360 22.4130 12.4368 -0.31 -0.37 0.26 -0.956
O 1.3323 20.0896 11.9349 0.87 -2.00 0.31 -1.013
C 5.7419 17.6842 15.6493 0.50 -0.28 -0.35 0.719
F 6.0077 16.5693 16.3333 -0.23 0.10 0.21 -0.313
F 4.6140 18.2263 16.0911 -0.18 -0.11 -0.10 -0.307
F 6.7275 18.5532 15.8543 0.04 -0.04 0.02 -0.304
S 5.6873 17.2421 13.8370 1.02 -0.02 -0.31 2.324
O 5.8985 18.5257 13.1625 -1.05 0.78 -0.38 -1.022
O 6.7309 16.2857 13.6232 -0.39 0.07 0.43 -0.913
O 4.3216 16.8211 13.5605 -1.37 -0.07 -0.31 -1.024
C 8.6209 19.3445 10.7575 -0.49 1.16 -0.21 0.714
F 8.3956 18.3854 11.6229 0.02 -0.61 0.23 -0.298
F 9.8970 19.7261 10.8462 0.00 -0.15 -0.18 -0.316
F 8.3736 18.9072 9.5161 0.18 -0.18 0.09 -0.322
S 7.5159 20.7989 11.1296 0.74 0.81 0.83 2.306
O 7.6525 21.7158 10.0202 -0.18 -0.46 -0.27 -0.818
O 6.1827 20.2315 11.2600 -0.70 -0.17 -0.83 -0.882
O 8.0399 21.3404 12.3617 -0.01 -0.43 -0.01 -0.876

13
Properties=species:S:1:pos:R:3:forces:R:3:nbo_charge:R:1 method="wB97M-V/def2-TZVPD" homo_lumo_gap_ev="6.6 / 6.6"
C 0.3852 -2.7445 0.9096 2.07 4.13 0.13 0.121
C -1.5905 1.4035 -1.1923 -0.01 0.08 -0.09 0.175
C 1.5508 -0.3019 1.0546 -0.12 -1.20 0.50 -0.397
C -1.1069 0.6953 -0.0486 0.73 -0.99 0.89 -0.463
N 0.0440 -3.8291 0.9602 -0.80 -2.28 0.08 -0.498
N -1.9727 1.9904 -2.0931 -0.25 0.36 -0.60 -0.173
O 1.1298 2.1412 0.1913 0.17 -0.15 0.50 -0.870
O 1.1215 0.3147 -1.4630 -0.01 -0.43 -0.07 -0.869
S 0.7747 0.8105 -0.1783 -0.73 0.37 -1.21 2.100
Cl 3.1212 -0.6450 0.5479 -0.44 -0.17 0.21 0.239
Cl -1.5796 -1.0080 -0.0935 -0.34 0.72 -0.14 0.146
Br 1.2837 0.1888 2.8236 0.16 -0.49 -0.22 0.318
Br -1.6478 1.6061 1.5569 -0.42 0.04 0.01 0.173

6
Properties=species:S:1:pos:R:3:forces:R:3:nbo_charge:R:1 method="wB97M-V/def2-TZVPD" homo_lumo_gap_ev=8.5
C -0.1931 -0.6251 -0.0135 -0.78 0.87 0.10 -0.129
C 1.1030 -1.3784 -0.0035 0.86 0.24 -0.01 -0.041
C 1.2197 -0.0886 0.0012 0.91 -0.55 -0.05 -0.123
C -1.2231 0.0292 0.0195 -1.01 -0.82 -0.05 -0.039
Cl 1.8325 1.4543 -0.0006 0.07 -0.11 0.01 0.157
Cl -2.7390 0.6087 -0.0030 -0.06 0.36 0.00 0.175

6
Properties=species:S:1:pos:R:3:forces:R:3:nbo_charge:R:1 method="wB97M-V/def2-TZVPD" homo_lumo_gap_ev=8.8 smiles=ClC#CC#CCl
Cl 2.9305 1.0858 0.0263 -1.35 -0.37 -0.20 0.105
C 1.4232 0.3241 -0.0991 4.59 0.39 0.07 -0.027
C 0.6604 -0.6092 -0.0713 -0.97 -0.13 0.15 -0.099
C -0.7338 -0.6621 0.0955 1.42 0.09 -0.25 -0.107
C -1.4422 0.3210 0.0570 -3.91 -0.41 0.24 -0.016
Cl -2.9017 1.0722 -0.0153 0.23 0.43 -0.01 0.144

12
Properties=species:S:1:pos:R:3:forces:R:3:mulliken_charge:R:1 method="wB97M-V/def2-TZVPD" total_charge=+4 spin_multiplicity=2 homo_lumo_gap_ev="5.8 / 6.5"
Ti 1.4454 -1.0902 0.1668 4.42 1.60 5.15 0.804
La -1.1134 1.5118 -1.1067 -1.82 3.27 -5.77 2.014
Cl 3.3366 -0.1956 -0.4808 -1.91 -0.53 0.48 0.069
Cl 0.2276 -0.5494 1.9843 0.98 -0.31 -1.50 -0.057
C -2.2002 1.1527 0.9695 -4.36 -1.41 8.88 0.146
C 0.1071 -0.7919 -1.1220 -5.40 0.53 -4.35 0.590
C 0.6713 -2.2359 -1.2044 -2.82 -9.29 -7.76 0.359
O -2.6480 0.9939 2.0283 2.14 0.88 -5.58 0.155
O -0.9434 -0.5597 -1.8823 4.96 -2.33 2.88 -0.407
O 0.4395 -3.2011 -1.9013 1.72 5.89 4.66 0.117
O 0.5773 2.6569 1.7706 -2.18 -1.38 -4.74 0.142
C 0.1002 2.3087 0.7781 4.26 3.07 7.66 0.067

31
Properties=species:S:1:pos:R:3:forces:R:3:nbo_charge:R:1 method="wB97M-V/def2-TZVPD" total_charge=-1 homo_lumo_gap_ev=8.9
K -1.4835 1.1893 -0.4410 0.34 -0.46 -0.06 0.976
C 2.4471 -2.1102 -0.8009 -0.20 -0.35 -0.39 0.721
F 3.2183 -3.1041 -0.3691 0.10 0.11 0.13 -0.309
F 2.8321 -0.9662 -0.2454 0.15 0.02 0.10 -0.310
F 2.5915 -2.0159 -2.1256 0.16 0.12 -0.09 -0.318
S 0.6856 -2.3998 -0.3944 0.39 -0.07 0.65 2.235
O 0.6141 -2.5787 1.0264 0.16 0.04 0.24 -0.934
O 0.0451 -1.2013 -0.8758 -0.39 0.56 -0.60 -1.011
N 0.4534 -3.7303 -1.2147 -0.84 0.32 0.31 -1.190
S -0.9573 -4.3764 -0.7859 -0.31 0.68 -0.04 2.231
O -0.9311 -5.1218 0.4253 0.15 -0.52 0.44 -0.922
O -2.0769 -3.4895 -0.9890 0.18 -0.06 -0.09 -0.950
C -1.1178 -5.6199 -2.0880 0.00 -0.11 -0.73 0.709
F -0.1143 -6.4912 -2.0594 0.07 -0.16 -0.03 -0.311
F -2.2670 -6.2809 -1.9076 0.11 0.01 -0.01 -0.315
F -1.1491 -5.0503 -3.3015 -0.02 -0.15 0.12 -0.317
C 1.7031 3.0360 -0.6724 -0.03 -0.31 0.00 0.702
F 2.0129 2.0631 0.1971 -0.01 0.29 -0.52 -0.307
F 2.8232 3.5884 -1.1459 -0.34 -0.40 -0.01 -0.305
F 1.0165 2.4756 -1.7041 0.26 0.07 0.32 -0.342
S 0.7325 4.3524 0.1533 0.75 -1.67 0.85 2.256
O 1.6535 4.8094 1.1313 0.41 0.32 0.63 -0.917
O 0.3277 5.2411 -0.8584 -0.81 0.99 -1.41 -0.924
N -0.4582 3.4112 0.7310 0.43 1.04 0.66 -1.282
S -1.3075 4.2163 1.8393 -1.91 -0.18 -1.40 2.228
O -0.6111 5.0645 2.7220 1.02 0.59 0.93 -0.906
O -2.4943 4.7632 1.2303 -0.08 -0.49 0.12 -0.948
C -1.9380 2.8469 2.9207 0.94 -0.20 0.34 0.716
F -3.1049 3.1831 3.4442 -0.08 -0.09 -0.08 -0.299
F -2.0712 1.6862 2.2413 -0.34 -0.02 -0.13 -0.350
F -1.0743 2.6096 3.9169 -0.29 0.06 -0.27 -0.307

40
Properties=species:S:1:pos:R:3:forces:R:3:nbo_charge:R:1 method="wB97M-V/def2-TZVPD" homo_lumo_gap_ev=4.0
In -0.4332 -1.2926 -0.0965 1.67 2.71 0.84 1.744
C -2.0037 -0.3818 4.2059 0.02 0.17 0.16 0.766
F -2.4060 -1.6284 4.0207 -0.03 -0.06 -0.36 -0.295
F -3.0004 0.4558 3.9625 0.08 -0.11 -0.09 -0.294
F -1.6044 -0.2449 5.4511 0.04 0.03 0.24 -0.282
S -0.5058 0.0124 3.1312 -0.38 -0.09 -0.27 2.207
O 0.2760 0.8932 3.9005 0.22 0.72 0.05 -0.835
O 0.0674 -1.2432 2.7393 -0.42 -0.42 -1.06 -0.935
N -1.1575 0.6063 1.7104 0.60 -1.62 0.32 -1.211
S -1.4702 2.1910 1.6604 -0.95 2.56 -1.60 2.195
O -1.5213 2.8229 2.9366 0.07 -0.80 0.52 -0.851
O -0.7272 2.8342 0.6218 0.18 -0.74 0.04 -0.869
C -3.2572 2.2847 1.0119 1.24 -0.62 -0.20 0.756
F -3.9467 1.2325 1.4507 -0.41 0.31 0.22 -0.313
F -3.7641 3.4348 1.3837 -0.38 0.00 0.52 -0.285
F -3.2371 2.2535 -0.3069 -0.27 -0.14 -0.03 -0.299
C -1.5197 0.8251 -4.3319 0.21 -0.18 0.13 0.803
F -2.4593 -0.0835 -4.5119 -0.24 -0.09 -0.03 -0.290
F -0.4024 0.4071 -4.8915 0.04 -0.08 0.02 -0.286
F -1.8833 1.9789 -4.8264 -0.06 0.06 -0.06 -0.267
S -1.3096 1.0549 -2.4543 0.42 0.43 1.17 2.166
O -1.5710 2.4130 -2.1585 0.47 0.15 -0.77 -0.830
O -2.1648 0.0989 -1.7681 0.14 -1.67 0.35 -0.957
N 0.2066 0.5039 -2.0655 -1.33 -1.20 0.21 -1.200
S 1.4255 1.4754 -2.4780 2.18 2.03 0.33 2.186
O 1.0822 2.3302 -3.5756 -0.85 -0.58 -0.14 -0.877
O 2.0123 2.1172 -1.3443 -0.25 -0.86 0.12 -0.861
C 2.7707 0.3442 -3.1653 -0.52 -0.57 0.18 0.755
F 3.0878 0.7686 -4.3703 0.23 0.21 -0.07 -0.287
F 3.7970 0.3915 -2.3503 0.33 0.29 -0.22 -0.279
F 2.3659 -0.9258 -3.2708 -0.28 0.01 0.04 -0.314
N 1.8360 -2.6056 0.6686 -0.77 -0.36 1.96 -1.179
S 3.3552 -2.7441 0.2007 2.25 2.72 -4.39 2.461
O 3.5794 -3.8014 -0.7040 -0.18 -0.84 -0.02 -0.872
O 4.3700 -2.3597 1.1118 -0.63 -0.55 1.03 -0.820
F 3.2886 -1.4530 -0.7514 -0.30 -0.41 0.28 -0.518
S 1.9104 -3.5867 2.0407 -3.65 0.44 1.43 2.458
O 2.3848 -2.8847 3.1617 0.88 0.14 0.14 -0.835
O 2.1940 -4.9414 1.7861 0.64 -0.28 -0.50 -0.849
F 0.3352 -3.5533 2.2652 -0.01 -0.72 -0.51 -0.507

59
Properties=species:S:1:pos:R:3:forces:R:3:nbo_charge:R:1 method="wB97M-V/def2-TZVPD" total_charge=-4 spin_multiplicity=4 homo_lumo_gap_ev="2.0 / 5.3"
V -0.6298 -0.8443 -0.1223 0.07 -0.08 0.13 1.699
P -5.4405 0.4117 -0.2116 0.67 -0.86 3.67 2.614
F -6.0977 1.7539 -0.7265 -0.07 0.19 -1.42 -0.580
F -5.8308 0.8232 1.2691 -0.66 1.18 1.46 -0.601
F -6.8538 -0.3754 -0.2625 0.54 -0.31 -1.30 -0.587
F -4.6621 -0.8202 0.5268 -0.22 -2.35 0.05 -0.629
F -4.8306 -0.1273 -1.5448 -1.24 -0.37 -2.52 -0.583
F -4.0092 1.1160 -0.0119 1.60 2.38 -0.06 -0.630
P -0.2295 -6.4999 3.9325 1.29 -1.37 -1.01 2.599
F 0.4430 -5.3560 4.8690 -0.55 -0.45 -0.11 -0.588
F -1.5927 -6.5518 4.8286 0.22 0.97 -0.44 -0.597
F -0.7446 -5.3728 2.8889 -0.11 -0.07 0.67 -0.588
F -0.8419 -7.6467 2.9660 -0.79 0.06 -0.56 -0.607
F 1.2010 -6.6924 3.1237 -0.35 1.21 -0.34 -0.609
F 0.3335 -7.7074 4.8205 0.26 -0.43 1.88 -0.610
P 0.5382 -5.1368 -4.2623 -0.43 -1.90 0.72 2.598
F 1.4809 -5.8094 -3.1251 0.61 0.80 -0.31 -0.591
F 1.3230 -5.9293 -5.4533 0.38 0.70 -0.20 -0.605
F -0.3341 -6.5295 -4.1439 -0.92 0.53 0.40 -0.612
F -0.5795 -4.5719 -5.2681 0.25 0.32 -0.52 -0.594
F -0.2887 -4.3746 -3.0440 0.26 -0.19 -0.28 -0.615
F 1.4962 -3.8645 -4.4675 -0.27 -0.17 0.21 -0.581
P 4.4751 -0.3355 0.8729 -1.07 -2.42 -0.07 2.597
F 5.6025 -1.4831 0.9171 1.06 0.17 0.77 -0.598
F 5.3105 0.7337 1.7827 -0.27 -0.04 -1.77 -0.579
F 5.0835 -0.0171 -0.5992 -0.48 1.54 0.85 -0.577
F 3.1578 0.6521 0.6389 1.19 0.91 0.58 -0.612
F 3.4781 -1.4494 0.2320 -0.58 -0.85 -1.51 -0.625
F 3.9016 -0.9199 2.2636 -0.36 0.77 1.13 -0.603
C 0.5574 2.1687 -7.0865 0.26 1.08 1.12 0.769
F -0.2458 1.1643 -6.8820 -0.68 -1.12 0.35 -0.303
F 1.3930 1.8657 -8.0365 -0.09 -0.22 -1.51 -0.302
F -0.2351 3.2163 -7.4144 0.86 -0.21 0.04 -0.325
S 1.6335 2.4818 -5.5272 -0.39 0.12 3.41 2.056
O 1.5223 3.9190 -5.1863 0.45 -2.25 -1.26 -0.914
O 1.1127 1.6379 -4.4536 0.33 0.18 -1.62 -0.934
N 3.1744 1.8061 -5.9822 -4.19 1.44 0.89 -1.050
S 3.7627 2.9650 -6.8255 4.34 0.36 -3.07 2.136
O 4.8802 2.3643 -7.6263 -2.09 1.65 1.54 -0.950
O 2.8972 3.9239 -7.5222 1.06 -1.12 0.87 -0.933
C 4.6539 3.9711 -5.4612 -0.40 0.42 -0.60 0.723
F 4.6625 5.2663 -5.8160 0.24 0.23 -0.17 -0.340
F 4.0761 3.9227 -4.2618 0.30 -0.42 -0.21 -0.309
F 5.9213 3.5662 -5.3559 -0.04 -0.05 0.18 -0.322
C -0.7591 1.1480 7.1150 -0.88 0.65 -0.19 0.800
F -1.2034 1.8014 8.1811 -0.54 -0.50 0.47 -0.314
F 0.2032 1.8821 6.6177 0.69 -0.11 -0.73 -0.298
F -0.3164 -0.0297 7.4917 0.08 -0.30 -0.24 -0.293
S -2.2059 0.8744 5.8124 -0.88 -4.14 -2.67 1.968
O -1.6116 0.6846 4.4268 -1.37 1.45 4.01 -0.859
O -2.8390 -0.3831 6.2622 0.68 2.74 0.18 -0.886
N -3.3735 2.2186 6.0513 2.58 -3.78 -0.46 -0.958
S -2.4336 3.4246 5.7767 -0.70 5.12 -0.29 2.105
O -1.8111 4.0038 6.9721 -0.56 -0.58 -1.27 -0.914
O -1.6284 3.3698 4.5724 -0.53 0.28 0.92 -0.862
C -3.9352 4.6874 5.4378 3.26 -1.03 -0.26 0.757
F -4.4214 4.6155 4.2428 -0.96 -0.93 -1.76 -0.307
F -4.8828 4.4724 6.3065 -0.78 0.49 1.04 -0.311
F -3.4076 5.9153 5.4817 -0.06 0.69 1.20 -0.338

12
Properties=species:S:1:pos:R:3:forces:R:3:nbo_charge:R:1 method="wB97M-V/def2-TZVPD" spin_multiplicity=3 homo_lumo_gap_ev="7.5 / 7.8"
C 0.6870 -1.0444 1.5116 -0.51 -0.41 0.69 0.127
C 1.3294 0.3941 -1.0022 -5.84 0.71 1.29 0.139
C -0.1866 -1.3218 0.5167 -0.96 -2.52 -0.03 0.132
C -0.0136 0.5444 -0.6253 -0.53 1.87 -4.50 0.454
N 1.2150 -0.6549 2.4577 0.76 0.19 0.45 -0.155
N 2.3955 0.2576 -1.2667 6.21 -0.91 -1.55 -0.175
N -0.9709 -2.1467 0.0888 0.97 -0.27 1.50 0.092
N -0.2158 1.4274 0.3899 0.37 0.34 0.61 0.238
F -0.9210 0.4022 -1.6815 1.36 0.32 2.20 -0.278
F -1.7184 -1.9935 -1.0476 -0.45 0.38 -0.90 -0.181
F -0.0911 2.7401 -0.0473 0.49 0.71 -0.50 -0.209
F -1.5096 1.3956 0.7059 -1.87 -0.41 0.73 -0.185

8
Properties=species:S:1:pos:R:3:forces:R:3:nbo_charge:R:1 method="wB97M-V/def2-TZVPD" homo_lumo_gap_ev=11.8 smiles=N#CC(F)(C#N)C#N
N -0.2158 1.6169 1.9637 0.41 -1.53 -1.26 -0.152
C 0.0138 0.8203 1.1493 -0.19 1.60 1.36 0.219
C 0.2451 -0.0223 -0.0176 3.40 -3.21 0.91 0.122
F 1.7485 -0.1314 -0.3093 -2.98 0.48 0.93 -0.312
C -0.1069 -1.5144 0.2374 -0.62 -1.36 -0.75 0.243
N -0.3475 -2.6662 0.2744 0.73 3.59 0.07 -0.193
C -0.2670 0.5989 -1.1852 -1.14 2.06 -3.18 0.214
N -0.5368 1.2765 -2.0958 0.40 -1.64 1.91 -0.141

14
Properties=species:S:1:pos:R:3:forces:R:3:nbo_charge:R:1 method="wB97M-V/def2-TZVPD" total_charge=-1 spin_multiplicity=2 homo_lumo_gap_ev="2.5 / 10.3"
C -1.2067 -1.8300 3.6480 0.89 -0.19 -1.42 -1.232
H -1.8963 -2.6372 3.7621 -0.81 -0.39 0.63 0.191
H -0.3049 -2.0060 4.2331 -0.11 0.24 0.28 0.191
H -1.6354 -0.8373 3.7351 -0.08 0.00 0.33 0.197
H -0.9080 -1.9574 2.5931 0.10 0.34 0.16 0.189
C 1.6953 1.2979 -2.3892 -0.34 0.54 0.63 -0.706
C 0.3206 1.3812 -1.7580 0.43 0.15 -1.35 -0.305
C -0.5207 0.3695 -1.6459 0.01 -0.03 0.22 -0.670
H 2.0076 0.2648 -2.5011 0.16 -0.03 -0.09 0.207
H 1.7919 1.8575 -3.3241 -0.20 -0.17 -0.10 0.197
H 2.3487 1.8335 -1.6859 0.31 -0.34 -0.09 0.197
H 0.0644 2.4095 -1.5212 -0.15 -0.21 0.60 0.180
H -1.4263 0.4614 -1.0754 -0.50 0.13 -0.04 0.181
H -0.3302 -0.6075 -2.0708 0.28 -0.05 0.21 0.181

46
Properties=species:S:1:pos:R:3:forces:R:3:nbo_charge:R:1 method="wB97M-V/def2-TZVPD" homo_lumo_gap_ev=9.4
Be 0.1656 0.2420 -0.1681 -0.16 -0.10 0.74 1.677
C 1.6991 -2.0363 3.0211 1.91 0.97 1.84 0.768
F 2.2517 -2.6799 2.0279 -0.53 -0.32 -0.67 -0.287
F 0.3765 -2.0549 3.0358 -0.09 -0.45 -0.46 -0.307
F 2.1511 -2.5988 4.1612 -0.46 0.38 -0.45 -0.307
S 2.2621 -0.2042 3.0109 -0.09 1.09 -0.33 2.136
O 1.2669 0.4818 3.8113 0.09 -0.75 -0.83 -0.932
O 3.6319 -0.0093 3.4299 -1.39 -1.00 -0.77 -0.853
N 2.0128 0.1192 1.3163 -0.55 -0.13 2.21 -1.303
S 3.3614 0.6164 0.6216 1.05 -0.66 -2.68 2.187
O 4.5175 -0.2153 0.8280 -0.61 0.91 0.57 -0.888
O 2.9837 0.7912 -0.7724 -0.21 0.66 0.91 -0.953
C 3.7226 2.3985 1.2082 0.36 -0.50 -0.05 0.753
F 2.8449 3.2225 0.6522 -0.14 0.00 -0.05 -0.309
F 3.6876 2.5735 2.5240 -0.16 -0.17 -0.06 -0.305
F 4.9382 2.7075 0.7729 -0.01 -0.06 -0.06 -0.302
C -2.1836 -1.0834 -4.0323 -0.34 -0.42 1.64 0.792
F -3.1787 -1.4895 -4.7866 0.22 -0.15 -0.22 -0.284
F -1.0422 -1.6918 -4.3508 -0.19 0.08 -0.15 -0.312
F -2.0377 0.2214 -4.1419 0.17 0.25 -0.20 -0.303
S -2.6389 -1.5291 -2.1827 0.54 -1.77 -0.19 2.100
O -4.0848 -1.6260 -2.1552 1.38 1.49 0.11 -0.857
O -2.0318 -2.7911 -1.8098 0.83 0.90 -0.48 -0.943
N -1.8046 -0.2451 -1.3360 -0.83 -2.16 -1.15 -1.253
S -2.9672 0.7549 -0.9479 -0.19 3.38 1.34 2.169
O -2.2673 1.8368 -0.2702 -0.14 -0.69 0.33 -0.992
O -3.8514 1.2179 -1.9835 0.09 -1.22 0.53 -0.880
C -3.8900 -0.1892 0.4934 -0.32 -0.76 -0.83 0.768
F -5.1301 -0.5698 0.1883 -0.11 1.29 0.06 -0.299
F -3.2910 -1.3497 0.7682 0.88 0.41 0.17 -0.315
F -3.8466 0.6076 1.5479 -0.38 -0.16 -0.07 -0.298
O -0.9065 0.3083 2.0299 -0.04 -0.60 -1.15 -0.967
H -1.1347 1.0865 2.5477 0.10 0.22 -0.28 0.502
H -0.2934 -0.1814 2.5874 -0.15 0.12 0.22 0.494
O -0.2122 -2.3887 0.2798 0.17 0.32 -0.12 -0.987
H -0.0259 -3.0671 0.9346 0.09 0.14 0.09 0.485
H -0.8421 -2.7992 -0.3340 -0.10 0.27 -0.23 0.514
O 1.3743 -0.9376 -2.1762 -0.46 0.01 0.36 -0.948
H 1.1619 -0.7574 -3.0970 -0.08 0.18 0.05 0.488
H 1.7529 -1.8232 -2.1780 -0.05 -0.04 0.26 0.494
O 0.0965 2.6941 0.7546 -0.07 -0.10 -0.30 -0.964
H 0.3515 3.1162 1.5816 0.28 -0.19 0.02 0.488
H -0.7722 3.0609 0.5433 -0.08 -0.28 -0.22 0.507
O 0.5297 1.8801 -2.3292 -0.19 -0.25 0.19 -0.956
H 0.0852 1.8266 -3.1814 -0.21 -0.04 0.10 0.484
H 1.2074 2.5542 -2.4446 0.16 -0.10 0.28 0.497

Number 1: F_max 0.0472 Eh/bohr. Number 2: F_max 0.0899 Eh/bohr. Number 3: F_max 0.0253 Eh/bohr. Number 4: F_max 0.0897 Eh/bohr. Number 5: F_max 0.2417 Eh/bohr. Number 6: F_max 0.0461 Eh/bohr. Number 7: F_max 0.1095 Eh/bohr. Number 8: F_max 0.1037 Eh/bohr. Number 9: F_max 0.1258 Eh/bohr. Number 10: F_max 0.0925 Eh/bohr. Number 11: F_max 0.0327 Eh/bohr. Number 12: F_max 0.0708 Eh/bohr.